Molecular formula: C16H20F12O8
Method: DFT, ωB97M-V/def2-TZVPD

ORCA input file:
```
! wB97M-V def2-TZVPD RIJCOSX def2/J DEFGRID3
* xyz -1 2
C -0.556 -0.289 1.149
C -0.532 1.166 1.598
O -0.129 1.969 0.509
C -0.365 3.307 0.366
O -1.124 3.939 1.091
C 0.342 3.898 -0.853
F -0.470 3.704 -1.889
F 0.585 5.190 -0.641
F 1.490 3.231 -1.074
H -0.735 -0.943 2.003
H 0.446 -0.577 0.833
H -1.160 -0.536 0.276
H 0.231 1.277 2.368
H -1.480 1.399 2.084
C 2.898 0.182 -1.197
C 2.827 -1.125 -1.733
O 2.663 -2.089 -0.756
C 2.340 -3.395 -0.988
O 2.086 -3.900 -2.088
C 2.180 -4.283 0.250
F 2.883 -5.396 -0.024
F 2.740 -3.738 1.324
F 0.935 -4.463 0.526
H 3.052 0.854 -2.042
H 3.793 0.201 -0.576
H 2.062 0.533 -0.591
H 3.661 -1.413 -2.375
H 1.954 -1.109 -2.385
C -0.937 -3.437 3.727
C 0.513 -3.342 4.311
O 1.372 -2.374 3.628
C 2.508 -1.903 4.173
O 3.067 -2.427 5.132
C 3.133 -0.719 3.386
F 2.435 -0.416 2.266
F 3.176 0.355 4.164
F 4.356 -0.983 3.094
H -1.464 -2.495 3.876
H -1.537 -4.257 4.124
H -0.786 -3.595 2.660
H 1.090 -4.267 4.294
H 0.454 -3.169 5.385
C -5.022 3.942 -3.927
C -3.541 3.783 -4.293
O -3.211 2.442 -4.094
C -2.975 1.913 -2.874
O -2.969 2.502 -1.789
C -2.539 0.427 -2.933
F -1.345 0.273 -2.234
F -3.512 -0.297 -2.423
F -2.326 -0.035 -4.187
H -5.665 3.245 -4.464
H -5.406 4.930 -4.182
H -5.162 3.729 -2.867
H -2.864 4.472 -3.786
H -3.460 4.104 -5.331
*
```

**HOMO-LUMO gap (spin up / spin down)**: 1.9 / 7.2 eV
**Lowest unoccupied orbital energy (spin up / spin down)**: 2.2 / 2.2 eV
**Highest occupied orbital energy (spin up / spin down)**: 0.3 / -5.0 eV
**E**: -65905.2247 eV
**Maximum force**: 5.3 eV Å⁻¹